Molecular formula: C32H42AlBN2O2PS
Method: DFT, ωB97M-V/def2-TZVPD

Calculated values
E_HOMO   -10.78 eV
Frontier orbital gap   7.954 eV
Energy   -2511.37054 a.u.

Structure (ORCA input):
```
! wB97M-V def2-TZVPD RIJCOSX def2/J DEFGRID3
* xyz 1 1
Al -0.9538 -1.0444 -0.3778
C -0.5960 -4.3228 2.9937
C -0.5936 -2.9952 2.2320
P 0.1558 -3.0410 0.5503
C 1.9350 -3.1249 0.9352
C 2.8697 -2.9976 -0.2718
C -0.3252 -4.6853 -0.0906
C -0.1272 -4.8751 -1.5991
H -1.0234 -4.1759 3.9863
H 0.4118 -4.7239 3.1258
H -1.2001 -5.0765 2.4865
H -0.0340 -2.2378 2.7876
H -1.6112 -2.6198 2.1248
H 2.0906 -4.0721 1.4538
H 2.1320 -2.3228 1.6495
H 2.7004 -3.7875 -1.0029
H 3.9085 -3.0677 0.0482
H 2.7356 -2.0393 -0.7766
H -1.3815 -4.8128 0.1553
H 0.2375 -5.4320 0.4713
H -0.6681 -4.1165 -2.1629
H -0.5068 -5.8482 -1.9081
H 0.9214 -4.8203 -1.8882
C -3.9298 1.9581 -2.8681
C -4.3957 1.0253 -1.8004
C -5.5171 1.1795 -1.0335
C -5.8125 0.1924 -0.0862
N -5.0455 -0.8926 0.0846
C -3.9705 -1.0333 -0.6724
S -2.9275 -2.4070 -0.5840
N -3.6580 -0.0780 -1.5891
C -7.0121 0.2991 0.7955
H -4.4389 2.9148 -2.7857
H -4.1518 1.5321 -3.8497
H -2.8484 2.1157 -2.8082
H -6.1521 2.0448 -1.1607
H -2.7976 -0.2261 -2.1318
H -7.4766 1.2807 0.7383
H -6.7280 0.0771 1.8236
H -7.7409 -0.4578 0.4966
C -0.0112 3.6713 -3.3191
C -0.2706 3.3376 -1.9694
C -0.5093 2.0403 -1.6167
C -0.5092 0.9890 -2.5832
C -0.7683 -0.3839 -2.2305
C -0.8490 -1.2970 -3.2581
C -0.6459 -0.9421 -4.6133
C -0.3534 0.3467 -4.9408
C -0.2879 1.3478 -3.9387
C -0.0230 2.7002 -4.2743
H 0.1895 4.7000 -3.5878
H -0.2777 4.1168 -1.2162
H -0.7203 1.7994 -0.5830
H -1.0913 -2.3297 -3.0388
H -0.7221 -1.6988 -5.3846
H -0.1838 0.6281 -5.9754
H 0.1635 2.9496 -5.3127
C 5.3532 1.6378 1.5527
C 4.5187 2.5330 2.4699
C 4.6423 3.9836 1.9771
C 5.0830 2.4267 3.8931
C 3.0363 2.1404 2.4669
C 2.1410 2.7962 3.3251
C 0.7753 2.5228 3.3509
C 0.3241 1.5651 2.4733
O -0.9890 1.1302 2.2623
B -0.9383 0.1925 1.2662
O 0.4448 0.0177 0.8589
C 1.1894 0.9168 1.6326
C 2.5398 1.1662 1.5996
H 6.3980 1.9528 1.5931
H 5.0312 1.7084 0.5099
H 5.3095 0.5897 1.8638
H 5.6939 4.2787 1.9386
H 4.1227 4.6762 2.6424
H 4.2183 4.0916 0.9762
H 6.1447 2.6843 3.8897
H 4.9783 1.4100 4.2802
H 4.5808 3.1056 4.5850
H 2.5172 3.5587 3.9977
H 0.0990 3.0356 4.0228
H 3.1814 0.6185 0.9230
*
```

---

Molecular formula: BrH2O2PS
Method: DFT, ωB97M-V/def2-TZVPD

Calculated values
E_HOMO   -9.97 eV
ΔE to the lowest compared entry with this formula, charge and spin   156.4 kJ/mol
Frontier orbital gap   9.256 eV
SMILES string   OP(O)(=S)Br
Energy   -3465.26679 a.u.

Structure (ORCA input):
```
! wB97M-V def2-TZVPD RIJCOSX def2/J DEFGRID3
* xyz 0 1
O 0.9654 -1.6928 -0.6002
O -0.5304 0.4501 0.3809
P 0.5892 -1.2651 0.8611
S -0.2167 -2.5621 2.0339
Br 2.3094 -0.1204 1.8125
H 0.4962 -1.2184 -1.2920
H -1.1474 0.5791 1.1805
*
```

---

Molecular formula: C4H12BIInO2
Method: DFT, ωB97M-V/def2-TZVPD

Calculated values
E_HOMO   -4.47 eV
ΔE to the lowest compared entry with this formula, charge and spin   0.0 kJ/mol
Frontier orbital gap   7.302 eV
Energy   -822.83271 a.u.

Structure (ORCA input):
```
! wB97M-V def2-TZVPD RIJCOSX def2/J DEFGRID3
* xyz -1 1
C 1.5131 0.9462 0.8438
C 0.3238 0.9402 1.8003
C -1.0143 1.3329 1.1402
I -2.6282 0.3921 2.2559
In -1.2147 1.0515 -1.0933
C 0.0334 -0.6194 -1.9003
B -0.0085 -1.9331 -1.0900
O 1.0545 -2.8851 -1.1625
O -1.0430 -2.2862 -0.2670
H 1.4492 1.7438 0.1119
H 1.6150 -0.0195 0.3594
H 2.4263 1.1066 1.4179
H 0.2257 -0.0192 2.2951
H 0.5385 1.6547 2.5983
H -1.1714 2.3856 1.3367
H -0.7820 2.6041 -1.8929
H -2.9309 0.6529 -1.4311
H -0.3727 -0.8389 -2.8911
H 1.0723 -0.3483 -2.0742
H 1.7253 -2.7115 -0.4846
H -0.8115 -3.1493 0.1274
*
```

---

Molecular formula: C40H55BF8N2O2PbSe
Method: DFT, ωB97M-V/def2-TZVPD

Calculated values
E_HOMO (alpha / beta)   -7.14 / -7.14 eV
ΔE to the lowest compared entry with this formula, charge and spin   0.0 kJ/mol
Frontier orbital gap (alpha / beta)   4.862 / 4.129 eV
Energy   -5235.30706 a.u.

Structure (ORCA input):
```
! wB97M-V def2-TZVPD RIJCOSX def2/J DEFGRID3
* xyz 0 1
Pb -2.1194 -14.6606 11.9006
C 3.2513 -14.8484 18.1589
C 2.7405 -13.4973 17.5839
C 3.9766 -12.6033 17.3336
C 1.7799 -12.8738 18.6340
C 2.1189 -13.7986 16.2433
C 0.7249 -13.9847 16.1666
C 0.1507 -14.2918 14.9376
Se -1.7087 -14.7473 14.7901
C -1.4798 -16.6307 14.9180
C -1.4494 -17.1628 16.1561
C -1.5996 -18.5979 16.3524
C -1.6084 -19.4261 15.2194
C -1.4192 -18.8894 13.9302
C -1.4051 -17.4490 13.7283
O -1.1657 -16.9356 12.5881
C -1.3055 -19.8582 12.7437
C -2.4334 -19.4953 11.7129
C 0.0781 -19.4864 12.0578
C -1.3597 -21.3377 13.0996
C -1.5479 -19.1595 17.7589
C -0.0401 -19.2730 18.1443
C -2.2530 -20.5527 17.7963
C -2.2688 -18.2429 18.7898
C 0.8571 -14.2003 13.6537
O 0.2198 -14.1923 12.5197
C 2.2977 -14.1353 13.7853
C 2.8767 -13.9538 15.0633
C 3.1841 -14.0286 12.5472
C 3.0270 -12.7202 11.7918
C 2.8690 -15.2304 11.5824
C 4.6833 -14.1252 12.9769
H 3.9633 -14.7156 19.0147
H 3.8539 -15.4065 17.4145
H 2.4976 -15.4988 18.5926
H 4.4306 -12.3784 18.2714
H 3.7427 -11.6411 16.8352
H 4.7638 -13.1263 16.8033
H 2.4495 -12.6081 19.5229
H 0.9559 -13.5116 18.9568
H 1.4062 -11.8926 18.2824
H 0.1669 -13.9132 17.0684
H -1.3437 -16.5558 17.0165
H -1.6774 -20.4902 15.3494
H -2.2910 -18.5020 11.3839
H -3.4059 -19.6932 12.1643
H -2.3136 -20.2070 10.9105
H -0.0074 -18.4179 11.7627
H 0.3397 -20.0295 11.1442
H 0.8979 -19.6072 12.7694
H -2.3215 -21.5556 13.5918
H -0.5272 -21.6238 13.7515
H -1.3156 -21.9652 12.1852
H 0.4425 -20.0306 17.4971
H 0.1467 -19.4904 19.1621
H 0.4750 -18.2856 18.0100
H -1.6885 -21.3666 17.3075
H -3.2221 -20.4254 17.2826
H -2.4653 -20.8760 18.8331
H -1.6035 -17.4209 19.0864
H -2.6006 -18.7301 19.7271
H -3.1226 -17.6782 18.3627
H 3.9690 -13.9116 15.1620
H 1.9965 -12.6367 11.4222
H 3.7124 -12.6291 10.9467
H 3.2846 -11.8628 12.3940
H 1.8804 -15.1245 11.1940
H 2.9588 -16.1536 12.0884
H 3.6156 -15.1663 10.7563
H 5.0071 -13.2184 13.4961
H 5.2684 -14.2048 12.0272
H 4.8791 -15.0173 13.5849
C -6.5001 -14.0400 9.6282
C -5.7906 -12.8129 10.1980
N -5.6980 -12.6676 11.5927
C -6.7947 -12.8350 12.5391
C -8.0632 -13.5127 12.0855
C -4.7754 -11.6511 12.1200
C -3.4314 -11.2817 11.4430
N -2.7279 -12.3638 10.7833
C -1.7045 -11.9567 10.0057
C -1.3106 -12.8111 8.8958
F -1.8337 -14.0968 8.7979
C -0.4863 -12.4005 7.8721
F -0.3658 -13.2257 6.7911
C 0.2550 -11.2528 8.0228
C 0.1094 -10.5209 9.1990
F 0.9767 -9.4816 9.4539
C -0.7429 -10.9122 10.2004
F -0.6107 -10.5363 11.4861
H -7.5923 -13.9641 9.6466
H -6.1181 -14.9642 10.0277
H -6.2193 -14.0739 8.5477
H -6.2963 -11.9297 9.8068
H -4.7079 -12.8997 9.8778
H -7.0085 -11.8684 13.0664
H -6.3540 -13.4245 13.3543
H -8.7267 -12.7667 11.5279
H -8.5904 -14.0041 12.8991
H -7.7617 -14.2928 11.3890
H -4.5909 -11.9747 13.1324
H -5.3216 -10.6936 12.1337
H -2.8078 -10.6619 12.1562
H -3.6901 -10.5269 10.6291
H 0.8830 -10.9038 7.2243
F -4.4189 -17.3497 13.5067
B -4.8357 -16.2838 12.7717
F -4.2507 -16.3817 11.4907
F -6.1874 -16.0364 12.8087
F -4.1790 -15.0895 13.2794
*
```

---

Molecular formula: C44H88O23
Method: DFT, ωB97M-V/def2-TZVPD

Calculated values
E_HOMO   -9.47 eV
ΔE to the lowest compared entry with this formula, charge and spin   601.0 kJ/mol
Frontier orbital gap   9.713 eV
SMILES string   CCOC(=O)OC.CCOC(=O)OC.CCOC(=O)OC.CCOC(=O)OC.CCOC(=O)OC.CCOC(=O)OC.C1CCOC1.C1CCOC1.C1CCOC1.C1CCOC1.C1CCOC1
Energy   -3459.55879 a.u.

Structure (ORCA input):
```
! wB97M-V def2-TZVPD RIJCOSX def2/J DEFGRID3
* xyz 0 1
C -7.7689 -11.7519 11.0249
C -6.9966 -12.8818 10.4023
O -7.2822 -12.8952 9.0259
C -6.5285 -13.6452 8.2378
O -5.8284 -14.5482 8.6721
O -6.8302 -13.3881 6.8703
C -7.2599 -12.0968 6.3854
H -7.7427 -11.8044 12.1133
H -8.8193 -11.7393 10.7340
H -7.2450 -10.8440 10.7259
H -7.3520 -13.8565 10.7367
H -5.9620 -12.7368 10.7132
H -7.5268 -12.1868 5.3324
H -6.5732 -11.2712 6.5721
H -8.1769 -11.7210 6.8393
C -18.9179 -22.1454 3.7519
C -20.0214 -23.1424 3.8382
O -19.7898 -24.1885 2.9375
C -20.1306 -25.4415 3.2145
O -20.7302 -25.8997 4.1941
O -19.7159 -26.1872 2.2225
C -19.9311 -27.6656 2.0907
H -18.7201 -21.7076 2.7735
H -18.0341 -22.7662 3.8984
H -19.1934 -21.3589 4.4545
H -20.9909 -22.7459 3.5366
H -20.0360 -23.5258 4.8584
H -20.8661 -27.9345 1.5993
H -19.9900 -28.1629 3.0588
H -19.0119 -28.0445 1.6440
C -14.4033 -10.4118 3.1020
C -14.5578 -8.9295 3.3694
O -13.6265 -8.5040 4.3597
C -12.3136 -8.2210 4.0588
O -11.7366 -8.2355 2.9832
O -11.6948 -7.7004 5.1826
C -10.5048 -6.9604 5.0743
H -14.5502 -11.0692 3.9590
H -13.4893 -10.7202 2.5944
H -15.1902 -10.7002 2.4050
H -15.5136 -8.6161 3.7895
H -14.3495 -8.4549 2.4105
H -9.5501 -7.4823 5.0078
H -10.4257 -6.3372 5.9651
H -10.5153 -6.2687 4.2319
C -14.2266 -12.6372 17.9255
C -13.2783 -11.8293 18.8383
O -13.8842 -10.7534 19.6667
C -14.2773 -9.5690 19.0553
O -14.3221 -9.3914 17.8203
O -14.4676 -8.6299 20.0152
C -14.9180 -7.3102 19.6119
H -13.9564 -13.4400 17.2395
H -14.5947 -11.9277 17.1843
H -15.1141 -13.0673 18.3897
H -12.4945 -11.3483 18.2532
H -12.8227 -12.4864 19.5791
H -14.5351 -6.6672 20.4044
H -15.9875 -7.1477 19.4787
H -14.4827 -6.8752 18.7123
C -13.6868 -16.5583 7.3961
C -12.7769 -15.3457 7.8638
O -13.7299 -14.3379 8.1523
C -13.9695 -13.7989 9.3714
O -13.4951 -14.1977 10.4324
O -14.7940 -12.7687 9.1480
C -15.2692 -12.0686 10.3018
H -13.0793 -17.4504 7.2435
H -14.1023 -16.2868 6.4257
H -14.4123 -16.9179 8.1258
H -12.1282 -15.0181 7.0513
H -12.1582 -15.4311 8.7571
H -16.1035 -11.5124 9.8745
H -14.6013 -11.3264 10.7389
H -15.6428 -12.7830 11.0355
C -21.1673 -12.3988 17.8600
C -20.6359 -13.7826 18.2995
O -21.6293 -14.8025 18.1932
C -21.4731 -15.9569 18.7586
O -20.4548 -16.3252 19.3989
O -22.5389 -16.7314 18.4159
C -22.4640 -18.1892 18.4827
H -20.7309 -11.6584 18.5304
H -22.2558 -12.3676 17.8117
H -20.7465 -12.1604 16.8832
H -20.1452 -13.7382 19.2718
H -19.7912 -13.9618 17.6344
H -23.2635 -18.6180 17.8785
H -22.5692 -18.4008 19.5468
H -21.5056 -18.5717 18.1317
C -17.6987 -18.5140 12.6011
C -18.4046 -19.8078 12.4302
C -19.4160 -19.6981 11.3191
O -19.6057 -18.3077 11.2462
C -18.4232 -17.6154 11.6304
H -16.6378 -18.5130 12.3508
H -17.8527 -18.1135 13.6031
H -18.9013 -20.0953 13.3569
H -17.6845 -20.6129 12.2842
H -20.3695 -20.1929 11.5038
H -19.1059 -19.9676 10.3095
H -18.6482 -16.6038 11.9683
H -17.7610 -17.5896 10.7651
C -16.9380 -3.5912 7.1129
C -17.6883 -2.2450 7.0359
C -17.3422 -1.6823 8.3928
O -16.0166 -2.0904 8.6891
C -15.6970 -3.2737 7.9954
H -16.7479 -3.9419 6.0985
H -17.4261 -4.3956 7.6632
H -18.7195 -2.5131 6.8063
H -17.2796 -1.7001 6.1849
H -18.0855 -2.0534 9.0984
H -17.5208 -0.6105 8.4793
H -15.3841 -4.1733 8.5253
H -14.9796 -3.1486 7.1844
C -8.1835 -17.6388 -1.4803
C -8.0197 -16.6525 -2.6733
C -8.5852 -15.3788 -2.0871
O -8.2613 -15.3461 -0.7181
C -7.8852 -16.7064 -0.3426
H -7.5310 -18.5119 -1.4865
H -9.2306 -17.9406 -1.4572
H -8.5036 -16.8979 -3.6187
H -6.9639 -16.4194 -2.8112
H -9.6699 -15.3111 -2.1707
H -8.2006 -14.4868 -2.5816
H -8.2735 -16.9990 0.6330
H -6.8055 -16.8475 -0.2947
C -21.5246 -14.1573 6.5674
C -22.1085 -13.8668 5.2384
C -22.4936 -12.3763 5.3205
O -22.4170 -12.0757 6.6812
C -21.3000 -12.7316 7.2164
H -20.6130 -14.7434 6.6845
H -22.4290 -14.5824 7.0027
H -22.8437 -14.5274 4.7789
H -21.3953 -13.8686 4.4142
H -23.4862 -12.2198 4.8981
H -21.7905 -11.7170 4.8114
H -21.5041 -12.6724 8.2854
H -20.3411 -12.3427 6.8738
C -12.3989 -23.9053 -0.7381
C -11.4147 -24.4610 0.2837
C -11.7174 -23.5261 1.4106
O -13.0982 -23.2964 1.4139
C -13.5965 -23.3143 0.0758
H -12.8604 -24.4060 -1.5892
H -11.7762 -23.1638 -1.2387
H -10.3847 -24.4585 -0.0730
H -11.6544 -25.5012 0.5044
H -11.2922 -22.5225 1.4086
H -11.4456 -23.9064 2.3953
H -13.8290 -22.2924 -0.2238
H -14.3836 -24.0456 0.2594
*
```

---

Molecular formula: C11H16BrFNO
Method: DFT, ωB97M-V/def2-TZVPD

Calculated values
E_HOMO   -11.46 eV
Frontier orbital gap   8.220 eV
Energy   -3232.22696 a.u.

Structure (ORCA input):
```
! wB97M-V def2-TZVPD RIJCOSX def2/J DEFGRID3
* xyz 1 1
C 3.8383 -2.0399 0.3889
C 2.5798 -2.6100 0.4945
C 3.5455 -0.6312 0.0739
C 2.1923 -0.5160 0.0967
C -3.0388 0.6635 0.3315
C -1.6854 1.4114 0.4676
C -3.2246 -0.0686 -0.9813
C -0.7234 -0.3517 -1.0765
C -0.5048 0.4763 0.1836
C 1.4868 1.8727 1.3523
C 0.9410 1.0527 0.1995
N -2.0571 -1.0476 -1.2502
O 1.6084 -1.7147 0.3288
F 1.2004 1.5791 -1.0655
Br 4.7204 0.8127 -0.2058
H 4.8731 -2.3154 0.4531
H 2.4046 -3.6114 0.5644
H -3.1371 -0.0674 1.0938
H -3.9082 1.4662 0.2037
H -1.5610 2.1654 -0.2029
H -1.7713 1.9404 1.3698
H -4.0341 -0.7139 -0.9136
H -3.1282 0.7544 -1.6419
H -0.7625 0.2771 -1.8793
H 0.0824 -1.1622 -1.3112
H -0.6090 -0.3494 0.8909
H 1.7501 1.0846 2.0206
H 0.5948 2.5376 1.7147
H 2.3192 2.3938 1.1050
H -1.9901 -1.7927 -0.6576
H -2.0014 -1.4959 -2.1476
*
```

---

Molecular formula: C6H11N
Method: DFT, ωB97M-V/def2-TZVPD

Calculated values
E_HOMO   -8.22 eV
ΔE to the lowest compared entry with this formula, charge and spin   320.2 kJ/mol
Frontier orbital gap   9.448 eV
SMILES string   C/C=C/C/C=C/N
Energy   -289.84974 a.u.

Structure (ORCA input):
```
! wB97M-V def2-TZVPD RIJCOSX def2/J DEFGRID3
* xyz 0 1
C 0.0163 0.4388 -1.3716
C 0.2048 1.0588 -2.5881
N 1.3161 0.7173 -3.5602
C -1.0578 0.3221 -0.2715
C -0.3140 0.0403 1.0712
C -0.4909 -1.1221 1.7178
C 0.0092 -1.0589 3.3035
H 0.8160 -0.1775 -1.1201
H -0.4927 1.6219 -3.1917
H 1.4685 1.3140 -4.3503
H 2.2561 0.6283 -2.9390
H -1.5232 1.3617 -0.1531
H -1.8482 -0.4845 -0.4755
H 0.3390 0.7959 1.5098
H -1.1426 -1.9069 1.2505
H 1.1889 -1.2403 3.4385
H -0.3558 -2.0287 3.7860
H -0.3897 -0.2801 3.9437
*
```

---

Molecular formula: C3H4ClN3S
Method: DFT, ωB97M-V/def2-TZVPD

Calculated values
E_HOMO   -9.25 eV
ΔE to the lowest compared entry with this formula, charge and spin   337.1 kJ/mol
Frontier orbital gap   9.668 eV
Energy   -1139.24900 a.u.

Structure (ORCA input):
```
! wB97M-V def2-TZVPD RIJCOSX def2/J DEFGRID3
* xyz 0 1
C 1.4429 -0.3557 0.0388
C -0.6198 0.2105 0.2740
C -2.0969 0.3808 0.3447
H 2.7411 -2.4216 0.1680
H -2.7056 0.5224 1.5481
H -2.1067 1.4732 -0.5272
H 1.7375 1.4951 -1.0429
N 0.2317 -0.8743 0.4778
N -0.0075 1.2079 -0.2955
N 1.2576 0.8968 -0.4471
S 2.9494 -1.1717 -0.1409
Cl -2.8237 -1.3634 -0.3979
*
```

---

Which formula does entry 1 have?
C32H42AlBN2O2PS